Entry 1:
Below is a structure of composition C25H53B3FNO10 in a non-equilibrium geometry, with properties calculated with the ωB97M-V functional and the def2-TZVPD basis.

Cartesian coordinates (Å):
H: -7.280416 -0.733989 0.869237
C: -4.932472 -5.242078 2.232630
H: -1.055612 -0.960855 1.169572
C: 5.631925 -0.998949 -2.351336
H: -0.043863 1.307739 0.670353
H: 1.265245 5.905495 -4.714011
H: 2.926273 5.321013 -4.716836
C: -6.720061 -0.056203 -1.090524
C: 5.948733 1.673382 1.320307
N: -3.196765 2.309194 1.401041
H: -0.113550 2.956248 -2.813907
H: 0.349754 -2.805328 2.545358
C: -3.722030 1.109804 1.640291
H: -7.588295 -3.124298 0.263382
C: -6.789949 -1.133970 -0.019782
H: -5.214544 -6.088245 4.213511
H: 6.785417 0.987190 -1.171523
H: -5.008817 -1.861195 -0.373818
O: -0.148730 -2.821546 1.721119
C: -0.097225 -5.236002 1.790379
O: -5.471372 -1.500902 0.390818
H: -7.040908 -2.797220 -1.375942
C: 5.098680 0.402871 1.312341
H: 2.212140 3.201603 -3.645644
H: 2.037598 -4.788584 0.073849
C: 0.104285 3.620094 -3.650779
H: 3.268483 5.106974 1.733507
H: 7.216375 -0.256047 -4.500222
H: -5.314051 -3.351401 1.867211
H: 6.162757 1.906945 2.361411
H: 7.741986 -1.402701 -2.323987
B: -0.461833 5.198119 2.318131
H: 5.406035 -1.595856 -3.236405
O: -1.572359 4.870023 1.563443
H: -4.763780 1.057051 1.917931
H: -0.565545 4.480337 -3.566778
C: 5.211615 2.795686 0.678979
O: 7.359313 0.208487 -1.166842
H: 6.768839 1.201727 -3.595883
O: 5.238156 2.983321 -0.507550
H: -4.116870 -5.912826 1.956772
H: 6.896927 1.522064 0.820301
H: 1.263137 5.492475 -2.307220
C: -7.547219 -2.358511 -0.512155
O: 0.761016 5.292354 1.683199
O: 1.830424 4.715634 -2.363536
H: -6.173275 0.813184 -0.723963
H: -7.059589 -5.084032 1.888791
H: 3.957601 4.998713 0.141195
C: -6.239116 -5.768937 1.657388
C: 7.081173 -0.535045 -2.351487
H: 1.949349 -3.019397 0.087345
H: 2.431634 3.395263 -0.597128
C: -1.079172 1.204007 0.957932
C: 1.883838 5.005117 -4.764337
C: -5.002190 -5.124350 3.748142
C: -1.888587 2.333531 1.077182
B: -1.229196 3.730138 0.834852
O: -4.613667 -3.979540 1.655546
H: 8.433584 0.630328 -3.566069
H: 5.422698 -1.598584 -1.464265
H: 4.710753 0.175502 0.323974
H: -8.567179 -2.103158 -0.802502
H: 2.310117 2.673012 0.989785
B: 0.945391 4.321020 0.704613
H: -6.485925 -6.751088 2.063579
H: -0.120001 3.097254 -4.581868
H: 0.163007 -6.140791 1.239588
F: -0.581508 5.351075 3.620254
H: 0.445153 -5.241639 2.739969
H: 1.709669 4.520798 -5.726106
C: 0.242587 -3.987139 0.992849
O: -0.151063 3.886003 -0.038823
H: -6.174639 -5.847351 0.571529
C: 3.539693 4.407636 0.950785
H: 4.958223 -0.137444 -2.332918
H: -6.189555 -0.429124 -1.970880
C: 1.555995 4.072519 -3.608742
H: -5.786340 -4.420087 4.038907
H: 4.250907 0.548840 1.980153
H: -7.716816 0.262890 -1.397864
H: -3.453968 -0.999985 1.793381
C: -2.973099 -0.058863 1.571884
H: -0.341396 -3.973537 0.071981
H: -4.059777 -4.745755 4.144847
O: 4.529397 3.544672 1.542116
H: 5.671376 -0.438039 1.685565
C: 2.331089 3.629595 0.453958
H: 2.322215 -3.888064 1.572633
H: -1.162770 -5.261235 2.021101
C: 1.724919 -3.921757 0.657243
C: -1.633691 -0.049901 1.218363
C: 7.393304 0.304622 -3.580868

Forces on the atoms, in the same order (eV/Å):
H 0.093 -0.010 0.074
C -0.382 0.244 0.195
H -0.027 -0.020 0.000
C -0.016 -0.107 0.109
H 0.102 0.060 -0.076
H -0.076 -0.043 -0.020
H 0.009 -0.040 -0.003
C 0.049 0.142 0.102
C 0.151 -0.325 0.832
N 0.030 -0.391 0.212
H 0.024 -0.007 0.001
H -0.002 -0.009 0.020
C 0.664 0.192 -0.121
H -0.022 0.015 0.015
C 0.071 -0.107 -0.501
H -0.019 0.008 0.005
H 0.003 0.031 -0.065
H 0.046 -0.072 0.039
O -0.044 -0.023 -0.158
C -0.179 -0.007 -0.002
O -0.289 0.105 0.285
H -0.013 0.059 -0.046
C -0.209 0.235 0.112
H 0.060 0.021 0.112
H 0.009 -0.010 0.016
C 0.007 -0.155 0.105
H 0.012 -0.097 0.280
H -0.014 0.008 -0.001
H 0.031 0.113 -0.150
H 0.054 0.184 0.056
H 0.049 0.018 0.092
B -0.547 0.644 -0.693
H -0.008 0.014 -0.008
O 0.255 -0.843 0.804
H -0.176 0.102 -0.040
H 0.019 0.032 -0.071
C 0.593 -0.091 0.086
O 0.038 -0.087 0.012
H -0.069 -0.041 -0.002
O -0.236 0.080 -0.776
H 0.053 0.058 -0.054
H 0.068 -0.021 -0.189
H -0.033 0.000 -0.023
C -0.020 -0.065 0.148
O 0.088 -0.692 0.668
O 0.169 0.024 -0.093
H -0.024 0.001 0.024
H 0.002 -0.016 0.090
H 0.287 -0.126 -0.121
C 0.051 -0.059 -0.146
C -0.274 0.293 -0.135
H -0.024 -0.017 -0.029
H -0.030 -0.117 -0.157
C -0.489 -0.364 0.093
C 0.182 0.006 0.016
C 0.153 -0.013 0.044
C 0.161 0.486 -0.449
B -0.632 0.622 -0.899
O 0.256 -0.258 -0.053
H 0.010 -0.038 0.002
H 0.031 -0.031 -0.017
H 0.084 -0.092 -0.147
H 0.006 0.001 -0.017
H -0.169 -0.048 0.108
B 0.508 0.149 -1.105
H -0.017 0.010 0.010
H -0.007 0.024 -0.011
H 0.020 -0.003 0.011
F 0.187 0.356 0.168
H 0.080 -0.013 -0.039
H -0.021 0.010 -0.001
C 0.296 -0.166 0.301
O 0.143 -0.641 1.166
H 0.027 -0.021 0.005
C -0.314 0.431 0.007
H 0.029 0.030 -0.074
H -0.060 -0.057 -0.019
C -0.345 0.265 -0.146
H -0.060 -0.046 -0.029
H -0.143 -0.064 0.030
H 0.001 -0.012 -0.018
H -0.084 -0.056 -0.003
C -0.006 -0.704 0.080
H -0.070 0.108 0.024
H 0.016 -0.026 -0.018
O -0.303 0.037 0.007
H 0.105 -0.154 -0.062
C 0.167 0.311 0.292
H -0.018 -0.082 0.021
H -0.007 0.011 -0.045
C -0.007 0.129 -0.099
C -0.206 0.817 0.074
C 0.143 0.003 -0.019

For the HOMO energy, the calculation gives -0.348 Ha. The total energy is -1966.29929 Eh. For the HOMO-LUMO gap, the calculation gives 0.365 hartree.

***

Entry 2:
Below is a cluster of 2 separate species, C25H53Cl3O6P2 in total, with properties calculated with the ωB97M-V functional and the def2-TZVPD basis.

Cartesian coordinates (Å):
H: -3.756764 5.048668 0.960465
C: -4.861993 3.313199 0.399260
H: -3.056483 3.554793 1.585627
H: 1.881514 1.972065 -1.304564
H: -3.005259 4.637568 -1.260294
Cl: 5.290722 -6.810950 -1.366334
O: -2.482211 -2.812477 -2.353935
H: -4.716151 2.515590 -0.330634
C: -5.608498 2.831526 1.634966
H: 7.484389 -4.820029 1.008925
P: -3.480341 -1.843134 -1.866127
H: -8.500146 -2.615865 -0.047697
O: -6.554190 -3.112379 0.356014
C: -5.460328 -3.312668 -0.509133
H: 4.005841 2.488478 0.905770
H: 5.416575 1.669445 -1.609964
H: -4.896747 -0.990868 2.073597
C: -3.892740 0.849768 1.707924
H: 8.360917 -1.244542 0.212017
H: -4.108948 0.797808 0.641079
C: -4.395892 -2.220787 -0.296758
C: -1.162877 4.492303 -0.124354
C: 7.199717 -2.681178 1.306486
H: 7.272591 0.688095 -0.890706
H: 3.813209 2.646339 -2.457734
C: 1.327726 3.825309 -0.322968
C: 4.785967 2.733548 0.182887
H: -2.164166 -1.911038 2.033609
C: 6.896235 -4.007370 0.582861
H: 1.365155 4.889844 -0.557937
H: -0.161804 2.882532 0.916377
H: -5.778507 -3.286738 -1.557304
C: 6.606223 -0.226164 0.921660
H: -2.884991 1.243716 1.848355
Cl: 7.302561 -7.799108 -3.211518
C: 4.288291 3.872938 -0.728060
O: -5.855811 -5.921597 -1.091860
H: 5.848336 -4.280942 0.691252
H: -5.767967 3.683027 2.299470
H: 5.171174 4.353034 -1.160175
H: 6.895498 -1.719860 -0.618950
C: -3.532341 4.008118 0.714470
C: -2.578814 4.004183 -0.482570
H: -4.984644 -1.314066 -0.081077
Cl: 6.814205 -4.944415 -2.998837
H: -7.498894 -1.294104 0.570471
C: -7.512977 -2.162805 -0.091372
H: -4.429224 2.155340 3.330252
H: 3.811972 4.625889 -0.102454
H: -2.392629 -0.871383 0.653062
C: 5.308558 1.482929 -0.544697
C: 1.945152 3.047960 -1.483562
C: 6.090464 -6.552105 -2.914942
C: 6.679743 0.986738 -0.023142
C: -2.927554 -1.480103 1.389731
O: -5.249878 -5.275950 1.306211
C: -4.910705 1.717746 2.456282
H: -0.392614 2.613316 -0.799714
H: 7.128170 -3.962983 -0.479523
H: -4.540001 -1.640885 -2.782008
H: 8.114005 -2.793460 1.885524
C: -0.122631 3.368617 -0.059321
H: 5.577238 -0.503401 1.155428
H: -1.206611 4.992055 0.846480
P: -4.853939 -5.024370 -0.210287
H: 1.921577 3.637761 0.571281
O: -3.461192 -5.310108 -0.553819
H: -5.281089 -6.320216 -1.756121
H: -6.605019 2.495814 1.343171
H: 5.612999 3.141308 0.767339
H: -7.298548 -1.810558 -1.101177
H: 7.228726 1.800194 0.449189
H: -5.502036 4.041104 -0.108459
C: 7.301713 -1.467787 0.363091
H: -5.301864 -6.222034 1.468320
H: 6.390411 -2.488339 2.012424
C: 3.378364 3.456582 -1.876972
H: 3.301570 4.307344 -2.559267
O: -3.569198 -2.578738 0.764208
H: -0.833206 5.251509 -0.835298
H: 1.309978 3.227173 -2.357376
H: -3.628311 -0.644810 3.269596
H: 5.342508 -6.620495 -3.692820
H: 7.108181 0.012291 1.862626
H: -2.520266 2.978444 -0.852701
H: -5.682223 1.050767 2.846528
H: 4.602217 0.667449 -0.390154
H: -2.927276 -0.553387 -1.703417
C: -3.883898 -0.606028 2.213806

Forces on the atoms, in the same order (eV/Å):
H 0.113 0.015 0.279
C -0.084 0.516 0.018
H 0.092 -0.046 0.013
H 0.058 -0.025 0.245
H -0.056 -0.123 -0.167
Cl 0.003 0.020 -0.004
O -0.002 -0.069 0.042
H 0.059 -0.148 0.094
C 0.113 -0.200 0.145
H -0.044 -0.101 -0.018
P 0.586 -0.417 -0.284
H -0.059 -0.039 -0.090
O -0.243 -0.083 -0.237
C 0.282 0.128 0.353
H -0.051 -0.205 -0.019
H -0.194 0.063 -0.092
H -0.019 -0.216 0.289
C -0.027 -0.530 0.595
H 0.001 0.101 -0.184
H 0.062 0.190 -0.102
C -0.269 -0.105 -0.419
C -0.107 -0.045 0.054
C -0.352 -0.121 -0.406
H 0.095 0.012 0.005
H 0.149 -0.011 -0.043
C -0.051 -0.609 -0.009
C 0.031 0.310 -0.097
H 0.000 -0.168 -0.054
C 0.201 0.045 0.294
H 0.012 0.110 0.145
H -0.156 -0.117 0.013
H -0.107 -0.113 -0.044
C 0.548 -0.037 0.020
H 0.047 0.179 -0.323
Cl -0.004 -0.001 -0.013
C 0.533 -0.495 -0.079
O -0.135 0.096 0.306
H -0.075 -0.002 -0.144
H -0.066 0.080 -0.027
H 0.011 0.018 -0.045
H -0.127 0.023 -0.029
C -0.235 -0.001 -0.419
C 0.131 0.053 0.585
H 0.082 0.132 0.000
Cl -0.030 -0.047 -0.113
H -0.031 0.035 0.032
C 0.218 0.165 0.263
H 0.072 -0.003 0.051
H -0.082 0.120 -0.055
H -0.046 0.009 -0.135
C 0.415 0.010 0.614
C 0.040 0.172 -0.336
C 0.030 -0.003 0.027
C -0.289 -0.337 -0.276
C 0.227 0.094 0.529
O -0.383 0.068 -0.326
C -0.065 -0.021 -0.219
H 0.025 -0.074 -0.043
H 0.025 0.041 0.053
H -0.167 0.274 0.245
H 0.055 0.146 0.086
C 0.115 0.271 -0.099
H -0.120 0.176 0.047
H 0.062 0.142 0.000
P 0.735 0.244 0.110
H 0.077 0.268 0.075
O -0.089 0.059 -0.220
H -0.069 -0.240 -0.230
H -0.017 -0.065 -0.073
H -0.062 0.069 0.142
H -0.081 -0.091 -0.131
H -0.021 0.116 0.006
H -0.026 -0.040 -0.080
C 0.165 -0.133 0.273
H 0.007 -0.236 0.272
H 0.067 -0.017 0.175
C -0.608 0.347 0.175
H 0.027 0.039 -0.014
O 0.019 0.033 0.072
H 0.032 -0.051 -0.117
H -0.033 -0.134 -0.048
H -0.107 -0.058 0.121
H -0.008 0.001 -0.012
H -0.199 0.010 0.152
H -0.011 0.011 -0.239
H -0.075 0.051 0.086
H -0.139 -0.050 -0.404
H -0.342 0.118 0.148
C -0.055 0.448 -0.731

For the HOMO energy, the calculation gives -0.353 Ha. The total energy is -3499.10935 Eh. For the HOMO-LUMO gap, the calculation gives 0.371 hartree. Its SMILES is CCCCCCCCCCCCCCCCCCCCCO[C@@H]([PH2]=O)[C@H](OC)P(=O)(O)O.ClC(Cl)Cl.

***

Number 1: LUMO energy 0.45 eV. Number 2: LUMO energy 0.48 eV.